Entry 1:
This record from the OMol25 dataset describes a molecular structure, C4H4N2O at a distorted geometry. The level of theory is ωB97M-V/def2-TZVPD.

Properties
* ΔE to the lowest compared entry with this formula, charge and spin: 604.9 kJ/mol
* lowest unoccupied orbital energy (alpha / beta): -1.08 / -1.40 eV
* HOMO level (alpha / beta): -8.9423 / -10.1957 eV
* net charge: 0

The geometry in XYZ format:
```
11
C4H4N2O ωB97M-V/def2-TZVPD
C -2.072 0.069 0.098
C 0.538 0.431 -0.381
C 1.196 -0.942 -0.320
C -0.732 -0.362 -0.130
N -3.150 0.413 0.258
N 0.939 1.628 -0.368
O -0.100 -1.549 -0.207
H 1.756 -1.225 -1.106
H 1.741 -0.954 0.539
H -0.301 0.210 1.825
H 0.185 2.281 -0.209
```

***

Entry 2:
This record from the OMol25 dataset describes a single C12H22N2O4 molecule. The level of theory is ωB97M-V/def2-TZVPD.

Properties
* SMILES string: CCCCCCCC(=O)NNC(=O)CCC(=O)O
* ΔE to the lowest compared entry with this formula, charge and spin: 102.0 kJ/mol
* lowest unoccupied orbital energy: 0.60 eV
* HOMO level: -9.1782 eV
* net charge: 0

The geometry in XYZ format:
```
40
C12H22N2O4 ωB97M-V/def2-TZVPD
C 1.473 3.388 0.359
C 0.342 2.369 0.284
C -1.017 3.013 0.554
C -2.168 2.007 0.599
C -2.410 1.326 -0.748
C -3.629 0.403 -0.770
C -3.484 -0.829 0.135
C -2.223 -1.581 -0.226
O -2.063 -2.226 -1.244
N -1.247 -1.496 0.710
N 0.029 -1.997 0.443
C 1.081 -1.453 1.091
O 0.918 -0.643 1.986
C 2.440 -1.962 0.657
C 3.328 -0.771 0.300
C 2.893 -0.028 -0.939
O 3.480 0.907 -1.410
O 1.768 -0.514 -1.484
H 2.422 2.926 0.095
H 1.554 3.797 1.363
H 1.292 4.209 -0.332
H 0.341 1.920 -0.711
H 0.521 1.576 1.014
H -1.220 3.761 -0.217
H -0.972 3.534 1.513
H -1.946 1.265 1.368
H -3.082 2.528 0.897
H -1.530 0.750 -1.037
H -2.556 2.101 -1.504
H -3.779 0.054 -1.793
H -4.519 0.959 -0.468
H -3.467 -0.539 1.185
H -4.336 -1.490 -0.033
H -1.231 -0.831 1.476
H 0.076 -2.487 -0.442
H 2.887 -2.489 1.502
H 2.348 -2.648 -0.183
H 4.364 -1.080 0.153
H 3.315 -0.052 1.124
H 1.531 0.000 -2.273
```

***

Entry 3:
This record from the OMol25 dataset describes a gas-phase ion, C3H11N4 (charge +1) at a distorted geometry. The level of theory is ωB97M-V/def2-TZVPD.

Properties
* SMILES string: CNN(N)/C=C/[NH3+]
* ΔE to the lowest compared entry with this formula, charge and spin: 448.1 kJ/mol
* lowest unoccupied orbital energy: -3.36 eV
* HOMO level: -12.2600 eV
* net charge: +1

The geometry in XYZ format:
```
18
C3H11N4 ωB97M-V/def2-TZVPD
C 2.005 1.119 1.410
N 1.764 -0.086 0.556
N 0.716 -0.173 -0.363
N 0.966 0.235 -1.729
C -0.501 -0.507 -0.069
C -1.722 -0.460 -0.816
N -2.896 -0.938 -0.041
H 2.859 1.722 1.139
H 1.108 1.811 1.451
H 2.052 0.789 2.464
H 2.542 -0.612 0.374
H 1.111 1.279 -1.829
H 1.842 -0.058 -2.193
H -0.614 -0.706 1.005
H -1.841 -0.430 -1.836
H -2.663 -0.749 0.967
H -2.954 -1.912 -0.261
H -3.775 -0.324 -0.229
```

***

Entry 4:
This record from the OMol25 dataset describes a single C19H23BrFNO2 molecule at a distorted geometry. The level of theory is ωB97M-V/def2-TZVPD.

Properties
* SMILES string: O=C(OCCCF)[C@H]1[C@@H]2CC[C@H](C[C@@H]1c1cccc(/C=C\Br)c1)N2
* lowest unoccupied orbital energy: 0.58 eV
* HOMO level: -8.6759 eV
* net charge: 0

The geometry in XYZ format:
```
47
C19H23BrFNO2 ωB97M-V/def2-TZVPD
O 1.267 2.847 0.246
C 0.935 1.907 1.070
O 1.756 1.262 1.848
C 3.084 1.028 1.378
C 3.906 0.051 2.306
C 5.233 -0.209 1.589
F 5.934 -1.329 1.979
C -0.514 1.651 1.291
C -1.065 2.743 2.213
C -2.052 2.238 3.235
C -3.351 2.344 2.595
C -3.128 2.971 1.153
C -2.954 1.841 0.101
C -1.440 1.435 -0.045
C -1.385 -0.098 -0.475
C -0.527 -1.043 0.113
C -0.475 -2.299 -0.388
C -1.325 -2.823 -1.436
C -2.272 -1.891 -1.879
C -3.281 -2.404 -2.815
C -3.795 -1.813 -3.961
Br -2.940 -0.153 -4.618
C -2.283 -0.639 -1.400
N -1.911 3.619 1.380
H 3.547 2.037 1.379
H 3.101 0.574 0.425
H 3.381 -0.897 2.530
H 4.059 0.520 3.280
H 5.939 0.652 1.539
H 4.978 -0.477 0.499
H -0.728 0.854 1.956
H -0.254 3.236 2.652
H -2.094 2.888 4.089
H -2.013 1.222 3.596
H -3.813 1.348 2.481
H -4.122 2.913 3.122
H -3.926 3.617 1.018
H -3.295 2.329 -0.750
H -3.546 0.941 0.223
H -1.111 2.135 -0.818
H 0.360 -0.862 0.795
H 0.384 -2.948 -0.099
H -1.355 -3.801 -1.892
H -3.715 -3.311 -2.502
H -4.661 -2.360 -4.389
H -2.835 0.028 -1.908
H -1.446 3.744 0.457
```

***

Entry 5:
This record from the OMol25 dataset describes a molecular structure, C16H50Li2N14O19 at a distorted geometry. The level of theory is ωB97M-V/def2-TZVPD.

Properties
* lowest unoccupied orbital energy: 3.36 eV
* HOMO level: -0.3034 eV
* net charge: -2

The geometry in XYZ format:
```
101
C16H50Li2N14O19 ωB97M-V/def2-TZVPD
Li 3.853 -1.257 2.587
Li 5.041 -0.327 0.025
C -0.059 0.199 1.862
C -0.741 0.342 0.694
C -0.141 -0.026 -0.676
O -0.714 0.128 -1.819
C 1.108 -0.437 -0.774
C 1.906 -0.668 0.414
C 1.287 -0.304 1.863
O 1.994 -0.485 2.824
O 3.138 -1.000 0.337
O -2.012 0.545 0.788
H -0.424 0.435 2.851
H 1.592 -0.787 -1.673
O 5.630 -0.990 1.795
H 5.760 -1.958 1.769
O 4.333 -0.579 4.436
H 4.226 -1.543 4.551
O 0.566 -2.030 4.524
H 0.957 -1.517 3.818
H -0.351 -2.132 4.269
O 2.221 1.657 4.191
H 2.061 0.842 3.716
H 1.751 2.324 3.690
O -0.404 -0.072 6.239
H -1.146 0.098 5.659
H 0.097 -0.755 5.793
O 3.733 -3.284 1.888
H 4.287 -3.264 1.108
H 3.325 -4.150 1.870
O -4.077 -1.579 0.684
H -3.354 -1.001 0.929
H -4.076 -1.572 -0.273
C -2.958 -1.631 4.405
O -2.049 -2.352 4.045
N -3.194 -0.445 3.988
N -3.920 -1.989 5.254
H -4.119 -0.124 4.237
H -2.698 -0.098 3.179
H -4.601 -1.329 5.600
H -3.767 -2.919 5.618
C -4.144 -0.516 -3.688
O -5.080 -0.872 -4.409
N -4.207 0.380 -2.762
N -2.920 -0.940 -3.811
H -4.970 1.020 -2.594
H -3.276 0.677 -2.509
H -2.226 -0.513 -3.214
H -2.773 -1.747 -4.400
C 0.983 0.132 -5.540
O 1.453 -0.401 -6.534
N 1.710 0.374 -4.498
N -0.251 0.185 -5.229
H 1.238 0.678 -3.659
H 2.685 0.111 -4.522
H -0.666 0.407 -4.335
H -0.818 -0.213 -5.964
C -0.870 4.047 -1.303
O -0.451 3.881 -0.126
N -0.796 5.161 -1.932
N -1.067 3.109 -2.146
H -0.789 5.886 -1.228
H -1.064 5.330 -2.891
H -1.551 3.371 -2.993
H -1.002 2.189 -1.734
C 3.924 2.412 0.461
O 4.754 1.695 0.040
N 2.776 2.580 -0.078
N 4.134 3.238 1.468
H 2.528 1.949 -0.827
H 2.136 3.258 0.310
H 3.364 3.847 1.705
H 5.067 3.227 1.856
C 1.153 -3.980 -3.687
O 2.024 -4.252 -4.467
N 0.685 -2.807 -3.545
N 0.692 -4.780 -2.780
H 0.342 -2.483 -2.652
H 0.970 -2.079 -4.184
H 1.388 -5.508 -2.697
H 0.042 -4.467 -2.073
C 4.745 -3.716 -1.404
O 5.074 -3.951 -0.283
N 5.487 -4.034 -2.382
N 3.774 -2.939 -1.776
H 6.370 -4.483 -2.184
H 5.204 -3.918 -3.345
H 3.320 -2.448 -1.019
H 3.499 -2.830 -2.741
C -5.676 4.206 0.461
C -4.425 3.440 0.649
C -4.273 3.016 2.108
O -4.431 2.280 -0.230
H -5.864 4.609 -0.534
H -5.654 5.060 1.138
H -6.509 3.539 0.684
H -3.560 3.991 0.281
H -4.404 3.906 2.723
H -3.299 2.626 2.405
H -4.977 2.255 2.446
H -3.587 1.840 -0.110
```

***

Entry 6:
This record from the OMol25 dataset describes 3 unconnected molecules or ions with the total composition C32H60BBrF5N2O12S at a distorted geometry. The level of theory is ωB97M-V/def2-TZVPD.

Properties
* lowest unoccupied orbital energy: -3.62 eV
* HOMO level: -11.2172 eV
* net charge: +1

The geometry in XYZ format:
```
114
C32H60BBrF5N2O12S ωB97M-V/def2-TZVPD
C 2.560 -4.047 -2.088
C 2.667 -2.453 -2.281
O 1.338 -1.904 -2.502
B 0.899 -1.098 -1.381
O 1.108 -1.764 -0.129
N 0.200 0.269 -1.562
C 1.083 1.273 -2.295
C 2.625 0.906 -2.452
C 3.328 2.254 -3.075
C 4.231 2.964 -1.961
O 5.537 2.310 -1.974
C 6.402 3.094 -1.160
O 6.294 3.163 0.087
C 0.039 0.929 -0.189
C 1.360 1.194 0.714
C 0.953 2.317 1.832
C 1.965 2.185 3.066
Br 1.346 4.085 0.936
C -1.200 0.278 0.619
C -1.025 -0.562 1.935
C -2.344 -0.911 2.774
C -3.635 -0.038 2.499
N -4.910 -0.501 1.914
O -3.605 1.180 2.862
C -2.030 -0.314 -0.674
C -2.608 -1.810 -0.578
O -1.657 -2.817 -0.163
C -2.258 -3.832 0.637
C -1.338 -4.398 1.844
O -3.386 -4.325 0.454
C -1.264 0.159 -2.045
C -1.829 1.596 -2.494
C -3.395 1.865 -2.467
O -3.720 2.814 -3.536
S -1.595 -0.862 -3.579
O -3.069 -0.818 -3.978
O -1.428 -2.364 -3.355
C -0.625 -0.515 -5.098
F -0.786 -1.686 -5.916
F 0.797 -0.434 -4.960
C -1.033 0.684 -6.066
F -0.288 1.881 -5.808
F -2.382 0.993 -6.163
F -0.620 0.298 -7.378
H 3.042 -4.553 -3.006
H 1.437 -4.300 -2.175
H 2.986 -4.432 -1.104
H 3.239 -2.294 -3.273
H 3.288 -1.918 -1.486
H 1.996 -1.587 0.249
H 1.069 2.320 -1.805
H 0.727 1.485 -3.374
H 2.833 0.105 -3.255
H 3.206 0.705 -1.496
H 3.907 1.970 -4.030
H 2.487 2.956 -3.421
H 4.279 4.087 -2.178
H 3.765 2.801 -0.933
H 7.251 3.693 -1.645
H -0.322 2.029 -0.197
H 2.217 1.684 0.157
H 1.667 0.275 1.333
H -0.137 2.257 2.147
H 2.033 3.192 3.606
H 3.007 1.977 2.641
H 1.692 1.310 3.741
H -1.810 1.196 0.976
H -0.347 0.047 2.647
H -0.471 -1.570 1.830
H -2.614 -2.031 2.679
H -2.077 -0.773 3.890
H -4.882 -0.188 0.922
H -4.911 -1.537 1.905
H -3.023 0.235 -0.437
H -3.429 -1.793 0.238
H -3.181 -2.100 -1.539
H -1.429 -5.534 1.832
H -1.705 -3.991 2.853
H -0.231 -4.105 1.708
H -1.345 2.500 -1.977
H -1.502 1.735 -3.598
H -3.622 2.447 -1.490
H -4.077 0.960 -2.448
H -3.288 3.646 -3.217
C -0.117 8.826 0.484
C 0.465 8.164 1.720
O 1.867 7.945 1.636
C 2.681 9.104 1.504
C 2.573 10.055 2.683
H 0.174 8.283 -0.420
H -1.208 8.854 0.544
H 0.237 9.853 0.375
H 0.009 7.177 1.837
H 0.221 8.729 2.624
H 2.464 9.617 0.562
H 3.712 8.748 1.435
H 1.583 10.514 2.737
H 3.308 10.858 2.594
H 2.739 9.525 3.625
C -3.120 -8.505 4.449
C -2.555 -8.573 3.041
O -1.142 -8.419 2.991
C -0.374 -9.404 3.671
C -0.565 -10.805 3.119
H -2.773 -7.604 4.962
H -4.212 -8.499 4.423
H -2.805 -9.362 5.048
H -2.974 -7.749 2.457
H -2.857 -9.497 2.538
H -0.579 -9.372 4.746
H 0.673 -9.117 3.544
H -1.575 -11.176 3.310
H 0.138 -11.498 3.586
H -0.411 -10.819 2.037
```

***

Entry 7:
This record from the OMol25 dataset describes a molecular structure, C23H24ClEuN3OP at a distorted geometry. The level of theory is ωB97M-V/def2-TZVPD.

Properties
* 2S+1: 7
* lowest unoccupied orbital energy (alpha / beta): -8.79 / -6.46 eV
* HOMO level (alpha / beta): -14.3512 / -14.3178 eV
* net charge: +2

The geometry in XYZ format:
```
54
C23H24ClEuN3OP ωB97M-V/def2-TZVPD
Eu -0.917 0.552 1.870
Cl 0.944 1.832 3.208
P 0.262 1.112 -0.569
C -1.168 0.303 -1.374
C -0.942 -0.597 -2.437
C -2.029 -1.276 -2.994
C -3.319 -1.098 -2.485
C -3.536 -0.216 -1.429
C -2.479 0.502 -0.866
C 0.001 2.906 -0.735
C 0.744 3.757 0.093
C 0.569 5.126 0.013
C -0.375 5.646 -0.883
C -1.143 4.800 -1.694
C -0.945 3.424 -1.630
C 1.775 0.659 -1.372
C 2.765 -0.052 -0.660
C 3.997 -0.255 -1.268
C 4.226 0.227 -2.560
C 3.226 0.898 -3.272
C 1.983 1.119 -2.679
H 1.421 3.312 0.817
H 1.154 5.792 0.648
H -0.529 6.728 -0.924
H -1.881 5.227 -2.374
H -1.533 2.777 -2.261
H 0.079 -0.782 -2.791
H -1.862 -1.977 -3.805
H -4.158 -1.652 -2.902
H -4.534 -0.074 -1.014
H -2.675 1.247 -0.066
H 2.541 -0.389 0.357
H 4.771 -0.788 -0.719
H 5.204 0.080 -3.011
H 3.400 1.258 -4.282
H 1.193 1.657 -3.205
H -0.324 -3.367 -1.933
H 0.421 -3.242 -1.902
C -2.758 -3.805 3.410
N -1.405 -3.221 3.379
C -0.256 -3.981 3.414
C 0.998 -3.434 3.372
C 1.087 -2.022 3.239
N -0.031 -1.344 2.986
C -1.282 -1.898 3.088
O -2.288 -1.148 2.855
N 2.238 -1.319 3.228
H -3.449 -3.021 3.101
H -3.011 -4.155 4.417
H -2.831 -4.661 2.724
H -0.467 -5.062 3.472
H 1.898 -4.022 3.430
H 3.069 -1.784 3.587
H 2.163 -0.298 3.387
```

***

For each record above, in turn, the calculated M values are 96.1 258.3 103.1 396.3 756.5 882.6 576.9 g mol⁻¹.